(1)
ClFN2O3 as an isolated structure. Source: the OMol25 dataset; level of theory: ωB97M-V/def2-TZVPD.

```
7
Properties=species:S:1:pos:R:3:forces:R:3:mulliken_charge:R:1
N -2.08976 1.16935 -0.31090 -0.3 -1.8 -0.9 0.3398
N 1.66451 -0.25705 -0.02441 -1.4 1.8 3.9 1.1272
O 1.48043 -0.71289 -1.03334 -0.6 -0.9 -3.4 -0.3563
O 2.34294 -0.35516 0.89919 1.4 -0.3 0.6 -0.3919
O -2.23373 0.16871 -0.80982 0.0 3.1 0.3 -0.0359
F 0.54475 0.80108 0.42252 0.6 -0.6 -1.1 -0.3738
Cl -1.70351 -1.57416 0.22125 0.4 -1.3 0.7 -0.3091
```
Forces are in eV/Å.

The value obtained for the orbital gap (spin up / spin down) is 9.098 / 8.133 eV. The total energy is -24354.1904 eV. As for the spin multiplicity: 1. As for the net charge: 0. For the energy relative to the best compared isomer or geometry (same formula, charge and spin), the calculation gives 1.590 eV.



(2)
A 13-piece molecular cluster, F6H24O12P overall. Source: the OMol25 dataset; level of theory: ωB97M-V/def2-TZVPD.

```
43
Properties=species:S:1:pos:R:3:forces:R:3:mulliken_charge:R:1
P 10.01384 -25.31143 -17.59886 -1.6 1.2 1.3 1.5421
F 11.10134 -26.37626 -17.01525 0.4 0.5 -0.2 -0.1201
F 9.08381 -25.62951 -16.30326 0.0 -0.2 -0.1 -0.2672
F 10.58873 -24.04449 -16.73518 0.9 -0.6 0.0 -0.4111
F 8.84932 -24.27161 -18.13098 0.1 -0.4 -0.3 -0.4281
F 10.93459 -24.87162 -18.81325 0.1 -0.8 -0.2 -0.3905
F 9.27837 -26.52425 -18.36595 0.6 0.1 -0.7 -0.5331
O 13.29118 -27.31754 -15.18113 -0.2 -0.4 0.0 -0.6716
H 12.46779 -27.53012 -15.63890 0.0 0.1 0.0 0.3012
H 13.49491 -28.09692 -14.65797 0.0 0.0 0.1 0.2948
O 11.73303 -28.73712 -19.14875 0.0 -0.1 0.0 -0.6663
H 11.24829 -28.32800 -19.87165 0.0 0.1 0.0 0.3145
H 11.16942 -28.58572 -18.38226 0.0 0.1 0.0 0.3370
O 6.54661 -24.01064 -16.31064 0.0 0.2 0.0 -0.6933
H 5.92281 -23.92274 -17.03671 0.0 -0.1 -0.1 0.2946
H 7.40154 -24.08889 -16.75891 -0.1 -0.1 0.1 0.3072
O 11.25285 -25.09512 -14.05682 0.0 -0.1 0.0 -0.5569
H 11.45684 -24.90775 -14.98233 -0.2 0.1 0.0 0.1785
H 12.04269 -24.83564 -13.57439 0.0 0.0 0.0 0.3019
O 13.12869 -24.38888 -21.85549 0.0 0.0 -0.2 -0.6422
H 13.37890 -23.62256 -21.33187 0.0 -0.1 0.2 0.3079
H 12.58252 -24.89746 -21.24785 0.0 0.0 0.1 0.3308
O 10.45693 -21.87927 -14.90819 0.1 0.2 0.1 -0.6542
H 9.77577 -22.52143 -14.68452 0.0 -0.1 0.0 0.3191
H 10.96879 -22.32300 -15.59219 -0.1 0.0 0.0 0.3621
O 13.85115 -24.07210 -18.76391 0.1 0.0 -0.4 -0.5346
H 14.32489 -23.30173 -18.44139 0.0 0.0 0.1 0.2508
H 13.86731 -24.68796 -18.01277 -0.1 0.3 0.1 0.3591
O 7.32266 -28.32648 -17.02729 -0.1 0.0 0.1 -0.6629
H 7.89679 -28.20096 -16.25963 0.1 0.0 0.0 0.3350
H 7.07843 -27.42815 -17.28096 0.1 0.0 0.0 0.3197
O 14.32156 -25.05271 -16.24027 0.0 0.1 0.1 -0.6898
H 15.14679 -25.49377 -16.46352 0.0 -0.1 0.1 0.2988
H 13.80140 -25.74305 -15.79199 0.3 0.0 -0.1 0.3850
O 9.46341 -23.18030 -21.00758 0.1 0.1 0.0 -0.6685
H 8.85715 -22.45355 -20.84267 0.0 0.0 0.0 0.2959
H 9.71324 -23.48462 -20.12651 0.0 -0.1 0.0 0.3040
O 9.69083 -28.01971 -14.71060 0.2 -0.3 -0.1 -0.6698
H 10.19070 -27.27075 -15.05902 -0.3 0.2 0.0 0.2588
H 9.60186 -27.82925 -13.77291 0.0 0.1 0.0 0.2948
O 6.68942 -25.84946 -19.28732 -0.1 -0.2 0.0 -0.6418
H 6.26940 -26.68093 -19.52682 0.0 0.0 0.0 0.2850
H 7.63553 -26.05619 -19.25175 -0.2 0.2 0.1 0.3236
```
Forces are in eV/Å.

The value obtained for the orbital gap is 10.441 eV. The total energy is -50563.6074 eV. As for the spin multiplicity: 1. As for the net charge: -1. For the energy relative to the best compared isomer or geometry (same formula, charge and spin), the calculation gives 0.898 eV.



(3)
One molecule with the formula C3H6O. Source: the OMol25 dataset; level of theory: ωB97M-V/def2-TZVPD.

```
10
Properties=species:S:1:pos:R:3:forces:R:3:mulliken_charge:R:1
C -0.62207 1.11537 0.45327 0.0 1.4 0.2 0.0578
C -0.65965 -0.25320 -0.31528 3.5 1.3 3.1 -0.3390
C 0.87611 -0.74895 -0.15741 0.1 0.2 -0.9 -0.9274
O -1.40010 1.63824 1.23134 0.6 -1.5 -1.0 -0.4622
H -1.25420 -0.94955 0.20114 -1.2 -0.7 0.3 0.2582
H 0.29771 1.75938 0.19125 -0.7 -0.9 0.0 0.2469
H -0.97228 0.01572 -1.26505 -0.5 0.0 -2.1 0.3327
H 1.14846 -1.72038 -0.72214 -0.7 1.6 0.9 0.2766
H 0.98877 -0.94330 0.96772 0.3 0.4 -1.7 0.2774
H 1.59725 0.08667 -0.58485 -1.3 -1.7 1.2 0.2791
```
Forces are in eV/Å.

The value obtained for the orbital gap is 10.782 eV. The total energy is -5254.5624 eV. As for the spin multiplicity: 1. As for the net charge: 0. Its SMILES is CCC=O. For the energy relative to the best compared isomer or geometry (same formula, charge and spin), the calculation gives 1.132 eV.



(4)
A 2-piece molecular cluster, CH2NO2 overall. Source: the OMol25 dataset; level of theory: ωB97M-V/def2-TZVPD.

```
6
Properties=species:S:1:pos:R:3:forces:R:3:mulliken_charge:R:1
N 0.42244 -0.10218 -0.96522 1.9 0.3 1.9 -0.7491
C 1.50066 0.14699 -0.46771 -0.3 0.2 -2.5 0.4571
O -1.97239 -0.20194 0.58086 0.2 0.0 -0.3 -0.7884
O 2.68041 0.46264 -0.25445 -1.6 -0.6 0.6 -0.7079
H -1.31352 -0.08517 1.26441 0.0 0.1 0.6 0.2907
H -1.31760 -0.22035 -0.15788 -0.1 0.0 -0.3 0.4975
```
Forces are in eV/Å.

The value obtained for the orbital gap is 8.584 eV. The total energy is -6656.1238 eV. As for the spin multiplicity: 1. As for the net charge: -1. For the energy relative to the best compared isomer or geometry (same formula, charge and spin), the calculation gives 0.253 eV.



(5)
One molecule with the formula C4H9NO. Source: the OMol25 dataset; level of theory: ωB97M-V/def2-TZVPD.

```
15
Properties=species:S:1:pos:R:3:forces:R:3:mulliken_charge:R:1
C -0.89368 1.29995 0.23388 -0.9 1.2 1.5 -1.1922
C -0.64861 -0.15956 -0.05959 0.9 0.7 0.4 0.8698
C 0.03260 -0.94238 1.01179 -0.8 -0.9 1.9 -0.9150
C 0.76801 -0.68367 -0.22811 0.6 0.6 -1.6 -0.1334
H -1.89092 1.30033 0.76225 1.0 0.0 0.0 0.3362
H -1.13283 2.03159 -0.57554 0.8 -0.9 -0.1 0.3473
H -0.11000 1.74885 0.92205 -1.0 -0.6 -1.0 0.2495
H -1.70487 -0.41497 -1.63165 -0.3 -0.8 1.7 0.3726
H -0.29350 -1.99900 1.17877 0.3 1.1 -0.3 0.2503
H 0.24104 -0.42913 1.95664 0.1 -0.1 -0.5 0.2690
H 0.80012 -1.57132 -0.87643 0.2 0.3 0.2 0.2500
H 1.99148 0.23371 -1.52057 -0.1 0.8 3.0 0.2655
H 2.70504 0.03079 -0.06514 1.9 -0.9 1.1 0.2273
N 1.85235 0.32235 -0.41985 -2.6 -0.6 -4.0 -0.6227
O -1.71625 -0.76754 -0.68850 -0.2 0.1 -2.5 -0.5743
```
Forces are in eV/Å.

The value obtained for the orbital gap is 9.930 eV. The total energy is -7829.8296 eV. As for the spin multiplicity: 1. As for the net charge: 0. Its SMILES is C[C@]1(O)C[C@@H]1N. For the energy relative to the best compared isomer or geometry (same formula, charge and spin), the calculation gives 2.490 eV.



(6)
C22H34NP3Pt as an isolated structure. Source: the OMol25 dataset; level of theory: ωB97M-V/def2-TZVPD.

```
61
Properties=species:S:1:pos:R:3:forces:R:3:mulliken_charge:R:1
C -1.76264 2.90463 -3.80020 -0.8 -1.3 0.7 -0.7066
C -1.56075 1.68569 -3.15999 0.1 0.2 -0.1 -0.0487
C -0.21722 1.17275 -3.18932 0.6 0.5 0.0 0.8428
C 0.82377 2.18490 -3.03518 0.6 1.1 -0.2 0.3976
C 0.61138 3.44732 -3.65695 0.5 -1.3 0.6 -0.9145
C -0.67922 3.73292 -4.12633 0.6 0.0 -0.5 -0.4524
C 1.95407 1.67668 -2.16506 -0.2 -0.2 -0.4 0.3172
C 2.39396 0.35875 -2.77880 1.7 0.7 0.2 0.4362
C 1.28943 -0.56454 -2.98204 0.1 0.9 -0.1 0.6616
C 1.59625 -1.94085 -2.71477 0.7 0.1 -0.4 0.0674
C 2.88168 -2.37279 -3.01721 -1.5 -0.5 0.3 -0.6476
C 3.89516 -1.45876 -3.33633 0.2 0.4 -0.4 -0.5247
C 3.71685 -0.08420 -3.09902 -1.5 0.5 0.1 -0.8882
H -2.78825 3.15942 -4.07501 0.3 0.3 0.2 0.4876
H 1.43193 4.16175 -3.80955 -0.4 -0.4 0.3 0.5136
H -0.85725 4.59853 -4.75510 0.1 0.1 0.3 0.4700
H 2.70463 2.39142 -1.71526 -0.8 -0.9 -0.9 0.6218
H 3.04080 -3.45473 -3.04045 0.3 0.4 0.1 0.4783
H 4.82544 -1.84609 -3.74858 0.0 0.2 0.3 0.4502
H 4.56929 0.60499 -3.21554 -0.7 -0.3 0.3 0.5058
N 0.04761 -0.14664 -3.36986 0.2 -0.3 1.6 -0.4973
Pt 0.11913 0.32254 0.12474 -1.5 -0.2 -0.7 0.6544
C -2.56622 0.86281 -2.41739 0.0 -0.5 -0.2 -1.3760
H -2.46665 -0.17286 -2.77769 -0.3 0.2 0.1 0.4400
H -3.57770 1.24984 -2.57441 0.0 -0.2 0.0 0.6834
C 0.52892 -2.74843 -2.06763 -0.1 0.4 -0.6 -1.2973
H -0.37395 -2.65332 -2.67874 -0.1 -0.2 0.2 0.4568
H 0.84131 -3.78848 -2.00434 -0.2 -0.1 0.2 0.6234
P -2.22697 0.75402 -0.56163 0.2 -0.1 -1.2 0.5517
P 0.15398 -2.08858 -0.36623 -0.3 -0.6 0.8 0.6463
C 1.37870 -2.95057 0.68524 0.1 0.2 -0.2 -1.3300
H 1.10308 -2.83066 1.73882 0.1 0.0 -0.2 0.3059
H 1.41400 -4.02206 0.45195 -0.1 0.2 0.0 0.5270
H 2.36820 -2.51757 0.51007 -0.1 -0.1 0.2 0.3518
C -1.37786 -3.05443 0.03213 0.2 0.3 -0.2 -1.1646
H -1.13379 -4.13377 0.04472 -0.1 0.5 0.0 0.5034
H -1.76001 -2.75247 1.02192 0.1 -0.2 -0.5 0.2355
H -2.13542 -2.86445 -0.74680 0.3 -0.1 0.4 0.3073
C -2.63513 2.45080 -0.05098 0.0 0.0 0.2 -1.3221
H -3.59225 2.77475 -0.47440 0.1 -0.1 0.1 0.4696
H -2.68397 2.51891 1.04029 0.0 0.1 -0.2 0.3439
H -1.84398 3.10879 -0.42139 -0.1 0.0 0.1 0.3333
C -3.62766 -0.29335 0.01323 0.0 0.1 -0.1 -1.1966
H -3.60824 -0.41305 1.10130 0.0 0.0 -0.3 0.2394
H -4.59452 0.14919 -0.26023 0.3 0.0 0.0 0.4749
H -3.57210 -1.28981 -0.43930 0.0 0.3 0.1 0.3057
H 1.16426 1.13091 -1.01270 1.3 1.1 -1.8 -0.6548
H 1.42729 0.89119 0.89363 0.5 -0.4 -0.9 -0.2848
C -1.54808 -0.36268 3.02739 0.0 0.0 0.7 -1.2056
P -0.08922 0.45437 2.32869 -0.4 -1.1 0.8 0.8303
C -0.16590 2.18736 2.80080 0.0 0.2 0.2 -1.1732
C 1.35157 -0.26331 3.16548 -0.1 0.2 0.3 -1.3022
H -2.47516 0.14213 2.73232 0.3 0.0 0.1 0.2849
H -1.45677 -0.31923 4.11762 -0.2 -0.1 0.0 0.4805
H -1.60048 -1.41854 2.72921 0.1 0.4 0.0 0.2240
H 0.33002 2.27177 3.77168 -0.2 0.2 0.0 0.4758
H 0.36407 2.80595 2.07418 0.0 0.0 0.1 0.3630
H -1.20124 2.52929 2.87781 0.2 0.0 0.0 0.3598
H 1.49352 0.32718 4.08367 0.2 -0.5 -0.1 0.5153
H 1.15668 -1.32215 3.39314 0.2 0.4 0.1 0.3337
H 2.23179 -0.17227 2.50977 -0.3 -0.1 0.5 0.4163
```
Forces are in eV/Å.

As for the expectation value of S²: 6.045. The value obtained for the orbital gap (spin up / spin down) is 5.891 / 5.292 eV. The total energy is -55950.2452 eV. As for the spin multiplicity: 5. As for the net charge: +2.



(7)
C14H32NO2P2PtSi as an isolated structure. Source: the OMol25 dataset; level of theory: ωB97M-V/def2-TZVPD.

```
53
Properties=species:S:1:pos:R:3:forces:R:3:mulliken_charge:R:1
Pt 0.09581 0.00644 -0.21208 -0.6 1.0 0.9 0.3518
P -1.80125 -1.14185 0.31767 -0.7 0.8 -0.2 0.5299
C -2.90197 0.34617 0.25469 -0.2 0.0 -0.4 -1.4137
C -2.30046 1.52743 0.95515 -1.3 0.4 0.5 0.8407
N -0.97559 1.65139 0.80337 0.9 -1.1 -0.8 -0.2435
C -0.30062 2.68325 1.31833 -0.5 1.5 0.7 0.5644
C -0.97880 3.64846 2.06502 0.9 -0.2 -0.3 -0.7476
C -2.35600 3.55912 2.23634 -0.3 0.2 0.2 -0.5650
C -3.03118 2.47771 1.67193 0.1 -0.6 -0.4 -0.8262
C 1.17230 2.77376 1.03375 0.1 -0.1 0.0 -1.1320
P 1.62813 1.68467 -0.37517 -0.4 0.0 0.5 0.4150
H -4.11521 2.35998 1.74606 0.4 0.1 0.1 0.4707
H -0.38288 4.46228 2.48540 -0.4 -0.2 -0.1 0.4683
H -2.89723 4.33377 2.78320 0.2 -0.3 -0.1 0.4063
H 1.46079 3.80990 0.81753 0.0 -0.2 0.1 0.5715
H 1.74895 2.43373 1.90626 -0.1 0.0 -0.1 0.3633
H -2.94124 0.56994 -0.84314 0.0 -0.1 0.7 0.2255
H -3.91764 0.11585 0.59718 0.2 0.1 0.0 0.5641
H -0.87296 1.14163 -3.49392 -1.1 -0.6 1.0 0.2944
O -1.59251 0.84749 -2.84747 0.5 0.5 -0.8 -0.4529
H -2.39091 1.25964 -3.20085 0.0 -0.1 0.1 0.2877
H 1.09541 0.46413 -4.10704 -0.9 1.3 -0.5 0.2787
O 0.50483 1.24942 -4.30402 1.8 -0.8 -1.0 -0.6408
H 0.87201 1.68013 -5.10833 -0.4 -0.5 0.7 0.2825
C 1.28065 2.69534 -1.82526 0.6 0.3 -0.2 -1.0617
H 1.77331 3.66722 -1.69862 -0.1 -0.1 -0.2 0.4793
H 1.64116 2.19470 -2.73422 -0.1 0.3 0.4 0.2870
H 0.19437 2.81883 -1.91149 0.2 0.0 0.1 0.2813
C 3.39380 1.39475 -0.20056 0.5 0.3 -0.1 -1.2276
H 3.71659 0.63782 -0.91659 0.0 0.1 0.1 0.3147
H 3.95096 2.32143 -0.38887 -0.1 -0.2 0.0 0.4562
H 3.62815 1.04079 0.81125 -0.2 0.1 -0.3 0.3302
C -1.84528 -1.77232 2.01904 -0.3 -0.5 -0.1 -1.2261
H -2.87797 -2.03471 2.29215 0.3 0.0 0.1 0.4048
H -1.22325 -2.67926 2.03003 -0.1 0.2 0.2 0.3663
H -1.43671 -1.02503 2.71326 -0.1 -0.2 -0.3 0.3488
C -2.71120 -2.28815 -0.75886 0.0 -0.2 0.3 -1.1926
H -2.15557 -3.23049 -0.80686 -0.3 0.2 -0.1 0.4012
H -3.70434 -2.48309 -0.32274 0.3 0.1 -0.2 0.4670
H -2.81239 -1.84040 -1.76086 0.1 -0.2 0.4 0.2621
C 2.67855 -2.15380 0.28780 -0.3 0.2 -0.1 -1.0574
Si 1.28404 -1.73445 -0.96236 1.6 -1.3 -0.2 0.7506
C 2.06603 -1.21736 -2.61207 -0.1 -0.2 -0.1 -1.0877
C 0.34830 -3.34273 -1.25310 0.2 0.1 -0.2 -1.3275
H 3.35980 -1.31835 0.49560 -0.2 -0.2 -0.1 0.2721
H 3.28417 -2.98330 -0.11260 -0.2 0.1 0.1 0.3604
H 2.23844 -2.45072 1.25184 0.2 -0.1 -0.3 0.3089
H 2.65890 -2.03745 -3.04739 -0.2 0.2 0.0 0.4095
H 1.20122 -1.02099 -3.25381 0.1 -0.2 -0.2 0.0721
H 2.68748 -0.31644 -2.56956 -0.1 -0.2 0.1 0.5133
H 1.03453 -4.09165 -1.66555 0.0 0.1 0.0 0.5384
H -0.04718 -3.76433 -0.32445 0.0 0.1 0.0 0.3602
H -0.46711 -3.21635 -1.97224 0.2 -0.1 0.1 0.3032
```
Forces are in eV/Å.

As for the expectation value of S²: 2.014. The value obtained for the orbital gap (spin up / spin down) is 4.630 / 6.375 eV. The total energy is -50318.9744 eV. As for the spin multiplicity: 3. As for the net charge: +1. For the energy relative to the best compared isomer or geometry (same formula, charge and spin), the calculation gives 0.230 eV.



What is the total energy in the seventh record? -50318.9744 eV



Look up the total energy of the fourth one. -6656.1238 eV



Among the records above, which one has the lowest total energy? C22H34NP3Pt